Molecular formula: C2Cl2O
Method: DFT, the ωB97M-V functional and the def2-TZVPD basis

Results
- structure (SMILES) = O=C=C(Cl)Cl
- energy relative to the best compared isomer or geometry (same formula, charge and spin) (kcal per mole) = 0.00
- LUMO (eV) = -0.66
- max |F| (Eh/bohr) = 0.021
- E (hartree) = -1071.77694

Each line ends with the Löwdin charge.
Cartesian coordinates (Å):
C1 0.96614 0.02980 0.03535  -0.253
C2 -0.36200 -0.04303 -0.01132  -1.128
O1 2.12838 0.08342 0.02860  0.196
Cl1 -1.37149 -1.46358 -0.02741  0.596
Cl2 -1.36103 1.39339 -0.02522  0.589

Cartesian forces (eV/Å) of the 3 atoms listed first:
C -0.4654 -0.3905 -0.2159
C -0.5656 0.3406 0.0637
O -0.8439 0.0303 0.1018

---

Molecular formula: C2ClF2N
Method: DFT, the ωB97M-V functional and the def2-TZVPD basis

Results
- structure (SMILES) = N#CC(F)(F)Cl
- energy relative to the best compared isomer or geometry (same formula, charge and spin) (kcal per mole) = 3.25
- LUMO (eV) = 0.60
- max |F| (Eh/bohr) = 0.034
- E (hartree) = -790.86104

Each line ends with the Löwdin charge.
Cartesian coordinates (Å):
C1 -0.04460 -0.33251 0.27216  -0.979
C2 0.23599 0.54043 -0.83461  -0.197
N1 0.41675 1.32512 -1.64799  0.213
F1 -0.48085 -1.51440 -0.12178  0.106
F2 1.03404 -0.56508 1.06422  0.048
Cl1 -1.16134 0.54644 1.26801  0.808

Cartesian forces (eV/Å) of the 3 atoms listed first:
C 0.6278 -0.3107 1.6017
C 0.7130 0.6271 -1.0829
N 0.0484 -0.0573 -0.1581

---

Molecular formula: C2ClF2NO2
Method: DFT, the ωB97M-V functional and the def2-TZVPD basis

Results
- structure (SMILES) = O=C=[N+]([O-])C(F)(F)Cl
- energy relative to the best compared isomer or geometry (same formula, charge and spin) (kcal per mole) = 98.11
- LUMO (spin up / spin down) (eV) = -0.98 / -0.98
- max |F| (Eh/bohr) = 0.076
- E (hartree) = -941.20024

Each line ends with the Löwdin charge.
Cartesian coordinates (Å):
C1 0.72025 -1.01432 0.65036  -0.158
C2 -0.48196 0.55576 -0.15617  -0.853
N1 0.87367 -0.05241 -0.22781  -0.153
O1 0.31514 -2.05562 0.89233  0.235
O2 1.88676 0.38518 -0.90407  -0.040
F1 -0.73678 1.23234 1.04323  0.007
F2 -0.70882 1.44120 -1.10447  0.105
Cl1 -1.86825 -0.49213 -0.19340  0.856

Cartesian forces (eV/Å) of the 3 atoms listed first:
C 1.3099 0.2043 -1.5679
C -2.3270 3.0338 0.8006
N -1.2789 -0.5472 0.4345

---

Molecular formula: C2ClFNO3S
Method: DFT, the ωB97M-V functional and the def2-TZVPD basis

Results
- charge = -1
- energy relative to the best compared isomer or geometry (same formula, charge and spin) (kcal per mole) = 112.40
- LUMO (eV) = 3.44
- max |F| (Eh/bohr) = 0.202
- E (hartree) = -1314.82386

Each line ends with the Löwdin charge.
Cartesian coordinates (Å):
C1 1.29946 1.17078 1.05240  -0.624
C2 0.03208 -1.25069 -0.94207  -0.648
N1 2.26615 1.70387 0.81810  0.134
O1 -0.57277 1.52063 -0.59269  -0.231
O2 0.49751 0.34692 1.45785  -0.075
O3 -1.80274 0.05962 0.85398  -0.278
F1 -0.70454 -1.07096 -2.38510  -0.342
S1 -0.77620 0.37036 0.05318  0.587
Cl1 -0.23897 -2.85054 -0.31567  0.477

Cartesian forces (eV/Å) of the 3 atoms listed first:
C 1.8339 -0.5352 1.0832
C 1.2252 2.5417 -2.7301
N 3.1323 2.9514 -1.1925

---

Question: Which of these has the highest max |F|?
Answer: C2ClFNO3S

---

Question: Look up the E of the third one.
Answer: -941.20024 hartree

---

Question: Among the records above, which one has the highest max |F|?
Answer: C2ClFNO3S

---

Question: Among the records above, which one has the highest max |F|?
Answer: C2ClFNO3S